Entry 1:
Here is a 8-piece molecular cluster, C23H62O13 overall at a distorted geometry from OMol25. Energies are from ωB97M-V/def2-TZVPD.

Each line ends with the Löwdin charge.
Geometry (Å):
C1 4.5536 -4.0733 -0.3839  -0.1249
O1 5.5242 -4.0522 -1.3889  -0.1722
C2 6.7806 -4.6260 -0.9978  -0.1999
C3 7.6861 -4.9074 -2.1686  -0.2404
O2 7.1186 -5.9641 -2.8639  -0.1632
C4 7.7971 -6.2044 -4.0548  -0.1213
H1 4.3776 -5.0463 0.0943  0.0952
H2 3.6606 -3.7741 -0.8760  0.0723
H3 4.7580 -3.3024 0.3444  0.0817
H4 6.5986 -5.6256 -0.5815  0.1263
H5 7.2673 -4.0537 -0.2076  0.1241
H6 8.6389 -5.1301 -1.6951  0.1259
H7 7.7250 -4.0445 -2.8577  0.1395
H8 7.5399 -5.5676 -4.8835  0.0845
H9 7.6097 -7.2057 -4.4108  0.0833
H10 8.8679 -6.1817 -3.8456  0.0886
C5 -0.3625 5.8696 -0.2583  -0.1188
O3 -0.9466 4.7616 0.3742  -0.2141
C6 -1.8660 5.2133 1.3574  -0.1884
C7 -2.6665 3.9809 1.8549  -0.2054
O4 -1.9609 3.2336 2.7998  -0.1617
C8 -1.0007 2.3279 2.2858  -0.0971
H11 -1.0724 6.4094 -0.9706  0.1093
H12 0.5503 5.4814 -0.7914  0.1051
H13 -0.0578 6.5373 0.5186  0.0690
H14 -2.5721 5.9388 0.9406  0.1243
H15 -1.3802 5.6605 2.1904  0.1165
H16 -2.9855 3.4329 0.9707  0.0959
H17 -3.5328 4.3730 2.3812  0.1250
H18 0.0049 2.7509 2.2822  0.0704
H19 -1.2349 2.1267 1.2410  0.0694
H20 -0.9634 1.3616 2.8884  0.0986
C9 -5.2318 4.4018 -2.8925  -0.1259
O5 -5.3664 3.1304 -2.3280  -0.1812
C10 -4.6644 2.9286 -1.1292  -0.1872
C11 -4.8520 1.3896 -0.8085  -0.1730
O6 -5.7538 0.9291 0.1621  -0.1533
C12 -5.2437 1.0890 1.4176  -0.1532
H21 -4.3391 4.5567 -3.5311  0.0851
H22 -5.1085 5.2163 -2.1778  0.0818
H23 -6.0705 4.5862 -3.5690  0.0887
H24 -4.9436 3.5760 -0.3020  0.1141
H25 -3.5728 3.0381 -1.3317  0.1007
H26 -3.8828 0.9025 -0.6035  0.1118
H27 -5.1495 1.0255 -1.7788  0.1171
H28 -5.2574 2.1939 1.8078  0.1140
H29 -4.2561 0.7215 1.5802  0.0730
H30 -5.9054 0.5656 2.1089  0.0885
C13 4.3822 1.0446 6.7693  -0.1247
O7 3.0405 1.1155 6.4070  -0.1601
C14 2.8387 1.1062 4.9776  -0.2191
C15 1.5062 0.6867 4.6407  -0.2612
O8 1.2830 -0.6180 5.0616  -0.1653
C16 0.0060 -1.0595 4.7734  -0.1231
H31 5.0402 1.4883 6.0043  0.0902
H32 4.7383 0.0197 6.7360  0.0845
H33 4.4398 1.4319 7.7434  0.0736
H34 3.5794 0.4819 4.4986  0.1243
H35 3.0211 2.0991 4.5489  0.1343
H36 1.3083 0.7829 3.5293  0.1320
H37 0.8337 1.3508 5.2185  0.1447
H38 -0.2796 -0.8868 3.6575  0.1035
H39 -0.7383 -0.5052 5.3668  0.0933
H40 0.0483 -2.1136 4.9995  0.0839
C17 -4.3834 -2.5583 -3.2146  -0.0784
O9 -3.0012 -2.5538 -3.5622  -0.2066
C18 -2.0489 -2.6052 -2.5362  -0.2106
C19 -0.7240 -2.1292 -3.1327  -0.1623
O10 -0.7846 -0.8208 -3.6966  -0.2201
C20 -1.2158 -0.6719 -5.0518  -0.0667
H41 -4.8368 -3.6017 -3.3012  0.1033
H42 -4.9055 -1.9422 -3.9258  0.0732
H43 -4.4802 -2.1586 -2.1950  0.0858
H44 -1.8808 -3.6463 -2.2047  0.1302
H45 -2.3126 -1.9019 -1.6566  0.1377
H46 -0.3881 -2.8488 -3.9259  0.1409
H47 0.0591 -2.0315 -2.3977  0.1229
H48 -0.7634 0.2379 -5.4232  0.0859
H49 -2.2592 -0.4743 -5.0728  0.0753
H50 -0.9645 -1.3900 -5.7959  0.0848
C21 -1.1251 2.0988 -2.0366  -0.1602
O11 -1.3104 0.7398 -1.7589  -0.1606
H51 -0.1129 2.2076 -2.5901  0.1107
H52 -1.8981 2.5254 -2.6484  0.0629
H53 -1.0132 2.5992 -1.0563  0.0634
H54 -1.3724 0.1997 -2.5773  0.0404
C22 1.4641 1.0727 0.3468  -0.1418
O12 0.5570 -0.0083 0.4641  -0.1564
H55 1.3593 1.6428 -0.5448  0.0606
H56 1.2064 1.8142 1.1046  0.0475
H57 2.4287 0.6160 0.3896  0.0801
H58 -0.2614 0.1739 -0.0919  0.0732
C23 -0.8370 -3.8383 1.2873  -0.1582
O13 -1.3276 -2.6097 0.7774  -0.1187
H59 -0.9732 -4.0827 2.3612  0.0739
H60 -1.3426 -4.6586 0.8214  0.0595
H61 0.2757 -3.8800 1.0790  0.0954
H62 -0.7341 -1.8918 0.9211  0.0234

Force components x, y, z for each atom (eV/Å):
0.116 0.137 -0.028
1.400 -0.617 -0.269
-1.083 -0.430 0.143
-1.187 1.474 0.311
-0.370 -0.752 -0.190
0.885 -0.944 0.005
0.341 0.036 -0.106
-1.000 0.137 -0.342
0.189 0.114 0.702
-0.169 0.021 0.206
0.097 0.402 -0.079
0.611 -0.211 -0.457
0.421 0.019 0.435
-0.144 0.852 -0.151
-0.387 -0.473 0.165
0.267 0.241 -0.341
0.461 -0.465 -1.412
-0.532 0.205 0.124
-1.209 -1.801 -0.619
0.627 1.628 0.017
0.113 -0.716 0.366
0.049 -0.758 0.249
0.804 -0.719 0.764
-0.979 0.605 0.281
0.456 0.914 0.301
-0.009 0.067 -0.218
0.720 0.502 0.803
-0.006 -0.456 0.007
-0.273 -0.092 0.012
-0.041 0.240 0.251
-0.045 -0.411 -0.075
-0.345 1.299 -0.716
0.579 0.811 -0.864
-0.436 0.452 0.018
1.047 -1.952 0.139
1.021 0.348 -0.633
-0.265 0.553 -1.249
-1.173 2.110 2.656
0.051 -0.723 0.155
-0.570 -0.053 0.445
-0.118 -0.020 0.386
-0.347 0.302 -0.003
-0.546 0.238 0.282
0.019 0.454 0.003
-0.425 -0.456 -0.204
0.109 -1.547 -0.853
1.033 -0.429 -0.266
0.009 -0.083 0.000
0.375 -0.896 -1.834
-1.031 0.244 -1.339
2.332 0.736 0.857
-2.213 0.244 -0.392
0.885 -0.246 -0.179
-0.803 0.414 -1.541
-0.119 0.780 0.549
-0.081 -0.613 0.424
0.589 0.689 1.150
0.339 -0.626 -0.040
-0.075 0.229 0.231
0.191 0.065 0.989
-0.239 0.005 -0.501
0.515 -0.418 1.538
-0.027 -0.328 0.015
-0.620 -0.313 0.010
0.426 -1.320 0.508
-0.438 0.111 -0.604
0.307 0.969 0.957
-0.070 -0.515 -1.180
0.063 -0.521 -1.078
0.120 1.521 0.577
0.655 1.135 0.374
-0.158 0.393 -0.214
-0.351 -0.159 -0.234
-0.220 0.364 0.352
0.174 -1.262 -1.137
-0.253 0.524 0.593
0.094 -0.365 0.532
0.376 0.401 0.124
-1.115 -0.248 -0.067
0.377 -1.371 0.088
2.707 -0.159 -0.079
-0.792 -0.418 0.730
-1.425 0.221 0.655
-0.501 0.323 -0.192
-0.277 0.139 -0.656
0.392 0.291 0.194
-1.097 -0.084 0.652
-1.899 -0.177 -1.023
-0.059 0.063 -1.297
0.831 -0.156 0.429
0.852 0.296 0.356
1.362 -0.143 0.564
1.964 0.284 0.295
-1.401 -1.121 0.094
-0.065 0.973 -0.173
-0.234 -0.281 -0.842
-1.130 -0.361 0.209
1.001 0.631 0.408

* frontier orbital gap: 0.3693 Eh
* energy relative to the best compared isomer or geometry (same formula, charge and spin): 5.579 eV
* SMILES string: COCCOC.COCCOC.COCCOC.COCCOC.COCCOC.CO.CO.CO
* multiplicity: 1
* max |F|: 3.59 eV/Å
* total energy: -1891.2876 a.u.



Entry 2:
Here is an isolated molecule of C27H35N5O3S at a distorted geometry from OMol25. Energies are from ωB97M-V/def2-TZVPD.

Each line ends with the natural charge from an NBO analysis.
Geometry (Å):
C1 -1.3436 -2.2648 2.8343  -0.6211
H1 -2.0705 -1.5185 2.5274  0.2320
H2 -1.4835 -2.4651 3.8937  0.2071
H3 -0.3456 -1.8583 2.6831  0.1973
C2 -1.5100 -3.5587 2.0390  -0.2030
N1 -1.2220 -3.3463 0.6289  -0.4759
C3 -0.5247 -4.4299 -0.0306  -0.2147
H4 -1.1885 -5.2233 -0.4086  0.1798
C4 0.3239 -3.9057 -1.2006  -0.2384
N2 1.1630 -2.8129 -0.7672  -0.5950
C5 0.8472 -1.5314 -1.0542  0.6703
O1 0.0427 -1.2009 -1.9025  -0.6194
C6 1.6286 -0.5205 -0.2680  -0.0508
C7 2.9966 -0.4604 -0.3222  -0.2406
C8 3.6745 0.5716 0.3725  0.2260
N3 3.0416 1.4762 1.0830  -0.4110
C9 1.7021 1.4386 1.1651  0.1585
C10 1.0429 2.4238 1.9362  -0.1835
C11 -0.3209 2.4195 2.0362  -0.1958
C12 -1.0648 1.4248 1.3896  -0.3437
C13 -0.4698 0.4444 0.6516  -0.1667
C14 0.9298 0.4424 0.5029  -0.0312
H5 -1.0664 -0.3287 0.1970  0.2586
S1 -2.8583 1.4482 1.5073  2.3430
O2 -3.2127 2.2698 2.6271  -0.9398
O3 -3.3188 0.0884 1.4760  -0.9560
N4 -3.4440 2.1895 0.1534  -0.6763
C15 -3.4597 1.4626 -1.0940  -0.2279
C16 -2.2467 1.7657 -1.9754  -0.4121
H6 -1.3418 1.3575 -1.5241  0.2122
H7 -2.3808 1.2752 -2.9404  0.2176
C17 -2.0802 3.2747 -2.1681  -0.2175
C18 -0.8395 3.5811 -3.0012  -0.5968
H8 -0.9094 3.1062 -3.9766  0.2099
H9 0.0524 3.2070 -2.5027  0.2047
H10 -0.7292 4.6535 -3.1458  0.2065
C19 -1.9998 3.9494 -0.7960  -0.4177
C20 -3.2403 3.6118 0.0322  -0.2276
H11 -3.1684 4.0055 1.0464  0.2351
H12 -4.1290 4.0405 -0.4460  0.1980
H13 -1.1026 3.6052 -0.2763  0.2039
H14 -1.9293 5.0324 -0.9122  0.2139
H15 -2.9627 3.6611 -2.6920  0.1901
H16 -3.5114 0.4039 -0.8401  0.2349
H17 -4.3785 1.7389 -1.6257  0.1966
H18 -0.8547 3.1526 2.6206  0.2466
H19 1.6486 3.1643 2.4337  0.2328
C21 5.1377 0.6692 0.3421  -0.1216
C22 5.9061 0.2250 -0.7323  -0.1560
C23 7.2830 0.3517 -0.6704  -0.2561
C24 7.8446 0.9256 0.4607  0.0428
N5 7.1267 1.3572 1.4848  -0.4112
C25 5.8173 1.2332 1.4265  0.0767
H20 5.2586 1.5922 2.2794  0.2107
H21 8.9151 1.0524 0.5528  0.1944
H22 7.9063 0.0218 -1.4871  0.2213
H23 5.4378 -0.1875 -1.6145  0.2155
H24 3.5534 -1.1877 -0.8933  0.2254
H25 1.7331 -2.9887 0.0467  0.3966
H26 -0.3060 -3.5194 -2.0025  0.2311
H27 0.9469 -4.7151 -1.5932  0.2011
H28 0.1528 -4.8881 0.6966  0.1904
C26 -2.3446 -2.7933 -0.1157  -0.2475
H29 -2.7730 -1.9980 0.4969  0.2274
C27 -3.4595 -3.7781 -0.4898  -0.6344
H30 -3.8020 -4.3286 0.3837  0.2034
H31 -4.3019 -3.2227 -0.8923  0.2179
H32 -3.1308 -4.4902 -1.2440  0.1964
H33 -1.9544 -2.3387 -1.0309  0.2066
H34 -0.8088 -4.3013 2.4311  0.1865
H35 -2.5243 -3.9517 2.1978  0.1699

Force components x, y, z for each atom (eV/Å):
-0.118 -0.294 -0.071
-0.020 0.062 0.025
-0.034 0.045 0.171
0.121 0.026 -0.005
0.109 0.253 0.227
0.143 -0.248 0.019
0.058 0.191 -0.134
0.089 -0.022 0.039
-0.206 -0.207 0.004
0.226 -0.245 -0.013
0.416 -0.239 0.120
-0.239 0.218 -0.075
0.261 0.274 -0.008
-0.433 -0.057 -0.002
-0.469 0.122 0.146
0.619 0.085 -0.016
-0.650 -0.409 -0.232
-0.267 -0.012 -0.009
0.258 0.224 0.171
-0.654 -0.293 -0.055
-0.122 0.008 0.110
0.243 0.282 0.152
-0.067 -0.138 -0.115
-0.285 0.035 -0.027
0.299 0.202 -0.104
0.145 0.048 -0.309
0.199 -0.518 0.950
0.183 -0.549 -0.463
-0.312 0.254 0.001
0.042 -0.034 -0.074
0.043 -0.069 -0.038
0.389 -0.079 0.088
-0.326 -0.006 0.074
0.059 -0.043 -0.140
0.135 -0.049 0.058
0.069 0.121 -0.044
-0.367 -0.065 -0.203
0.312 0.673 0.180
-0.104 0.201 -0.135
0.021 -0.028 0.081
0.063 0.047 -0.014
0.050 0.049 0.027
-0.047 0.009 0.005
-0.121 -0.012 -0.212
0.025 -0.054 0.071
0.037 0.128 0.102
0.053 0.079 0.055
0.607 0.003 -0.074
-0.078 0.082 0.231
-0.002 0.035 0.033
0.101 -0.133 -0.314
0.312 0.198 0.404
-0.444 -0.110 -0.141
-0.101 0.002 0.022
0.098 -0.036 -0.079
0.065 -0.008 -0.052
-0.042 -0.055 -0.055
0.034 -0.065 -0.054
-0.044 0.195 -0.017
0.080 -0.100 0.002
-0.125 0.054 -0.047
-0.081 -0.020 -0.023
-0.171 -0.031 -0.138
0.061 0.041 -0.109
0.287 0.130 0.126
-0.090 -0.091 0.052
-0.130 0.013 -0.073
-0.034 -0.087 -0.064
-0.075 0.115 0.051
-0.098 -0.006 -0.068
0.044 -0.090 0.010

* frontier orbital gap: 0.2877 Eh
* energy relative to the best compared isomer or geometry (same formula, charge and spin): 0.000 eV
* SMILES string: CCN(CC)CCNC(=O)c1cc(-c2cccnc2)nc2ccc(S(=O)(=O)N3CCC(C)CC3)cc12
* multiplicity: 1
* max |F|: 1.10 eV/Å
* total energy: -1947.5788 a.u.